Version P
# C2H5N3OS2

An isolated molecule of C2H5N3OS2 (the ωB97M-V functional and the def2-TZVPD basis, the OMol25 dataset).

Output
Molar mass in Da: 151.2
SMILES: NC(=O)NSC(N)=S

ORCA input file:
```
! RIJCOSX wB97M-V def2-TZVPD def2/J DEFGRID3
* xyz 0 1
C -2.48611 -0.03382 0.08541
C 1.68638 0.37387 0.09528
H -3.14308 -1.74881 1.32796
H -1.40256 -1.57333 0.83265
H -1.81160 0.44085 -1.56077
H 0.19423 1.53132 0.17835
H 1.61791 2.31992 1.17806
N -2.25635 -0.84900 1.28147
N -1.24064 0.45266 -0.59882
N 1.20463 1.47667 0.59101
O -3.50408 0.54819 -0.24826
S 0.20418 -0.53496 -0.75142
S 3.13473 -0.39992 0.12830
*
```


Version Q
# C2H5N3OS2

An isolated molecule of C2H5N3OS2 (the ωB97M-V functional and the def2-TZVPD basis, the OMol25 dataset).

Output
Molar mass in Da: 151.2
SMILES: N/C(=N\S)C(=S)NO

ORCA input file:
```
! RIJCOSX wB97M-V def2-TZVPD def2/J DEFGRID3
* xyz 0 1
C 0.11988 0.49186 0.19120
C -0.95750 0.18239 -0.83712
H 0.76592 2.04898 1.31958
H -0.44283 2.42686 0.15375
H 2.12321 -1.37859 2.23160
H -1.73731 -1.27943 -1.98822
H 0.33448 -1.81152 -0.28633
N 0.26918 1.79278 0.48847
N 0.79738 -0.50249 0.65679
N -1.02493 -1.04698 -1.32233
O -0.23560 -2.13507 -1.03798
S 2.04008 -0.13286 1.77936
S -2.05198 1.34408 -1.34878
*
```


Least stable structure: version P


Version P
# C23H23BrClN2O2PtS2

A structure of composition C23H23BrClN2O2PtS2 (the ωB97M-V functional and the def2-TZVPD basis, the OMol25 dataset).

Output
Molar mass in Da: 734.0

ORCA input file:
```
! RIJCOSX wB97M-V def2-TZVPD def2/J DEFGRID3
* xyz -1 1
Pt 1.01031 0.04896 -0.27202
C -1.22171 -1.00873 3.79870
C -0.84423 -0.54901 2.40683
S 0.55566 0.36552 2.26038
C -1.67540 -0.87840 1.32064
C -2.88537 -1.76712 1.50703
S -1.43866 -0.31897 -0.25115
H -0.54522 -0.57658 4.52968
H -1.16895 -2.09895 3.87631
H -2.24290 -0.70905 4.04993
H -3.24416 -1.78352 2.53619
H -2.62915 -2.79185 1.22277
H -3.69736 -1.44196 0.85796
Br 3.27131 -1.87047 -2.87854
C 3.83485 -0.53452 -1.67234
C 5.16179 -0.51785 -1.27638
C 5.59644 0.55156 -0.50860
C 4.71412 1.57665 -0.21705
C 3.40153 1.44938 -0.62388
N 2.95116 0.38104 -1.30736
C 2.37075 2.53623 -0.34928
O 2.77894 3.67945 -0.22728
O 1.15293 2.13320 -0.29922
H 5.82383 -1.31565 -1.57685
H 6.62298 0.59149 -0.16610
H 5.00983 2.46938 0.31583
Cl -4.14653 1.53126 -3.17266
C -4.17490 2.57393 -1.77722
C -5.38576 3.11171 -1.39181
C -5.45779 3.94160 -0.27848
C -4.29646 4.22476 0.44121
C -3.08987 3.68984 0.05064
C -2.97128 2.84441 -1.08141
C -1.71360 2.33597 -1.45131
H -6.27468 2.87755 -1.96272
H -6.41086 4.35347 0.02629
H -4.34579 4.86855 1.31085
H -2.18481 3.90284 0.60770
H -0.83068 2.59779 -0.88756
H -1.58839 1.71618 -2.32636
C 2.88794 -2.01307 1.58293
C 2.02690 -2.64961 0.53284
C 1.93147 -3.98517 0.21730
C 1.01843 -4.09943 -0.86333
C 0.59191 -2.83012 -1.17608
C -0.32462 -2.41961 -2.29024
N 1.20133 -1.94281 -0.31427
H 3.83684 -2.54831 1.66668
H 2.40930 -2.01376 2.56484
H 3.09920 -0.97206 1.33976
H 2.47541 -4.78284 0.70495
H 0.72473 -5.00419 -1.37782
H -0.11762 -3.01055 -3.18621
H -0.17723 -1.36920 -2.53535
H -1.37590 -2.54936 -2.02933
*
```


Version Q
# C23H23BrClN2O2PtS2

A structure of composition C23H23BrClN2O2PtS2 (the ωB97M-V functional and the def2-TZVPD basis, the OMol25 dataset).

Output
Molar mass in Da: 734.0

ORCA input file:
```
! RIJCOSX wB97M-V def2-TZVPD def2/J DEFGRID3
* xyz -1 1
Pt 0.45275 -0.00698 0.31891
C 4.92695 -0.89240 1.56353
C 3.65751 -0.36122 0.94438
S 2.16933 -0.91513 1.70034
C 3.64527 0.42320 -0.13642
C 4.85787 0.81671 -0.92687
S 2.13781 1.03984 -0.81874
H 4.69744 -1.48021 2.45095
H 5.59860 -0.08060 1.85448
H 5.46762 -1.54174 0.86874
H 5.75776 0.78526 -0.31010
H 4.75987 1.82678 -1.33027
H 5.00176 0.14015 -1.77603
Br 1.39778 3.83785 0.79746
C 0.28660 2.92569 2.02690
C -0.25124 3.73774 3.01680
C -1.07946 3.17290 3.96351
C -1.33608 1.81950 3.87853
C -0.76534 1.08691 2.85625
N 0.05369 1.62295 1.92677
C -1.11459 -0.39671 2.79366
O -1.82622 -0.84987 3.67604
O -0.61803 -1.04899 1.81813
H -0.00830 4.78921 3.01858
H -1.51978 3.78178 4.74257
H -1.97650 1.28444 4.56360
Cl -2.97965 2.57302 0.61133
C -3.24198 1.41086 -0.67168
C -4.55650 1.09366 -0.97623
C -4.82292 0.19770 -1.99772
C -3.76733 -0.35536 -2.71146
C -2.46428 -0.02377 -2.39188
C -2.15500 0.85398 -1.34477
C -0.73401 1.15965 -1.04829
H -5.35741 1.55066 -0.41074
H -5.84721 -0.06018 -2.23508
H -3.95956 -1.05914 -3.51171
H -1.64168 -0.47566 -2.93356
H -0.62555 2.18302 -0.68813
H -0.17791 1.06293 -1.97953
C -2.32202 -2.01647 -0.01629
C -1.12605 -2.24998 -0.88850
C -1.08446 -3.22653 -1.85257
C 0.19588 -3.19597 -2.44190
C 0.91023 -2.19459 -1.83051
C 2.35033 -1.91611 -2.09466
N 0.10354 -1.59421 -0.88002
H -3.20289 -2.36813 -0.55708
H -2.48427 -0.97173 0.23141
H -2.24813 -2.55814 0.92480
H -1.90214 -3.89498 -2.07814
H 0.59040 -3.84941 -3.20572
H 2.72007 -2.68974 -2.77018
H 2.93680 -1.95745 -1.17661
H 2.52059 -0.94498 -2.55630
*
```


Least stable structure: version P